Record 1
{
  "formula": "C35H32BrCl2F6N2O7P3Sr",
  "method": "ωB97M-V/def2-TZVPD",
  "e_above_lowest_kj_mol": 50.57,
  "homo_lumo_gap_ev": 5.81,
  "lumo_ha": 0.1405,
  "fmax_ev_per_a": 0.9,
  "total_charge": -2,
  "e_homo_ev": -2.0,
  "e_tot_ha": -7137.96510,
  "species": ["Sr", "Br", "Cl", "Cl", "P", "P", "P", "F", "F", "F", "F", "F", "F", "O", "O", "O", "O", "O", "O", "O", "N", "N", "C", "C", "C", "C", "C", "C", "C", "C", "C", "C", "C", "C", "C", "C", "C", "C", "C", "C", "C", "C", "C", "C", "C", "C", "C", "C", "C", "C", "C", "C", "C", "C", "C", "C", "C", "H", "H", "H", "H", "H", "H", "H", "H", "H", "H", "H", "H", "H", "H", "H", "H", "H", "H", "H", "H", "H", "H", "H", "H", "H", "H", "H", "H", "H", "H", "H", "H"],
  "xyz": [[0.59, -0.97, -0.44], [-0.88, 3.55, -1.15], [-0.48, -1.71, 2.84], [1.17, -0.76, 5.08], [2.78, 1.10, 0.30], [-1.21, 2.58, 1.86], [3.67, -1.71, 0.47], [-5.08, 6.49, -0.50], [-3.57, 4.24, 3.29], [-3.08, 5.46, -1.97], [-1.12, -0.97, -3.62], [-5.31, 5.88, 2.12], [-0.72, 1.18, -3.21], [3.28, -0.35, -0.31], [4.75, -2.43, -0.25], [2.36, -2.34, 0.83], [2.51, 1.97, -0.85], [4.07, 1.57, 1.13], [4.34, -1.13, 1.87], [1.65, 0.72, 1.23], [-2.23, -1.69, -0.33], [-0.08, -3.32, -1.43], [-3.38, -1.13, 0.27], [-4.32, 5.33, 1.40], [1.23, 3.01, 3.08], [-1.96, 2.05, 5.90], [2.38, 3.71, 3.40], [-1.60, -4.73, -2.39], [-3.28, 0.75, -1.42], [-3.41, 4.47, 1.98], [-0.16, -0.13, -2.99], [-2.71, 0.93, 3.48], [-0.32, -5.21, -2.67], [0.36, 4.95, 1.97], [-3.19, 0.40, 4.67], [-4.34, -4.25, 1.61], [-1.50, 2.59, 4.71], [1.52, 5.65, 2.28], [-5.59, 0.06, 1.50], [-3.46, -3.04, 1.96], [2.53, 5.03, 3.00], [-2.42, -2.75, -1.06], [1.18, -1.36, 3.40], [-4.20, 5.65, 0.06], [-2.81, 0.95, 5.88], [-3.88, 0.10, -0.21], [-2.39, 3.87, 1.25], [-3.17, 5.11, -0.68], [-3.90, 0.24, -2.72], [-1.88, 2.04, 3.49], [0.57, -4.30, -2.06], [-1.41, -3.56, -1.62], [-2.27, 4.23, -0.10], [-3.98, -1.75, 1.38], [-5.09, -1.15, 1.97], [-4.98, 0.67, 0.42], [0.21, 3.62, 2.36], [3.45, 5.57, 3.23], [-0.41, 5.45, 1.40], [-5.55, -1.63, 2.83], [-3.45, 0.75, -3.57], [-6.44, 0.52, 1.99], [-1.65, 2.48, 6.84], [-3.93, -5.16, 2.04], [1.63, 6.68, 1.95], [1.60, -0.59, 2.76], [-3.16, 0.51, 6.81], [-5.36, 1.62, 0.05], [-5.35, -4.11, 1.98], [-2.98, 0.47, 2.54], [-0.05, -6.08, -3.24], [-4.99, 0.41, -2.73], [-3.71, -0.82, -2.84], [5.27, -1.37, 1.83], [4.30, 0.82, 1.71], [-2.44, -3.23, 1.61], [3.18, 3.21, 3.94], [-2.55, -5.14, -2.69], [1.75, -2.28, 3.35], [-3.83, -0.47, 4.64], [-3.41, -2.94, 3.05], [-2.21, 0.57, -1.46], [0.66, -0.13, -3.74], [1.65, -4.34, -2.05], [-3.45, -3.07, -1.25], [-4.40, -4.38, 0.53], [-3.42, 1.83, -1.35], [-0.85, 3.45, 4.73], [1.14, 1.98, 3.37]],
  "lowdin_charge": [1.3352, 0.9413, 0.5982, 0.4817, 0.1267, 1.1248, 0.1557, 0.1085, 0.0993, 0.0743, -0.1678, 0.1047, -0.2405, -0.3481, -0.3067, -0.4168, -0.2860, -0.1376, -0.1747, -0.4483, 0.0468, -0.0450, -0.1973, -0.1439, -0.1169, -0.0929, -0.0777, -0.0914, -0.2139, -0.2012, -0.3472, -0.1112, -0.1331, -0.0955, -0.0818, -0.0923, -0.0990, -0.0925, -0.1050, -0.2316, -0.0973, -0.1224, -0.9867, -0.1436, -0.0970, -0.1722, -0.3183, -0.2668, -0.0819, -0.3677, -0.1990, -0.3700, -0.6148, -0.1928, -0.0865, -0.0583, -0.3677, 0.0932, 0.0885, 0.1066, 0.0684, 0.0927, 0.0951, 0.0677, 0.0944, -0.0287, 0.0934, 0.1077, 0.0638, 0.0731, 0.0643, 0.0670, 0.0650, 0.0657, 0.0362, 0.0693, 0.1042, 0.0817, 0.0236, 0.0944, 0.0995, 0.0641, 0.0255, 0.0942, 0.1310, 0.0630, 0.0860, 0.1031, 0.0877]
}


Record 2
{
  "formula": "C35H32BrN3P2Pt",
  "method": "ωB97M-V/def2-TZVPD",
  "e_above_lowest_kj_mol": 14.90,
  "homo_lumo_gap_ev": 7.28,
  "lumo_ha": 0.0135,
  "fmax_ev_per_a": 0.4,
  "e_homo_ev": -6.9,
  "e_tot_ha": -4893.37460,
  "species": ["Pt", "Br", "P", "P", "N", "N", "N", "C", "C", "C", "C", "C", "C", "C", "C", "C", "C", "C", "C", "C", "C", "C", "C", "C", "C", "C", "C", "C", "C", "C", "C", "C", "C", "C", "C", "C", "C", "C", "C", "C", "C", "C", "H", "H", "H", "H", "H", "H", "H", "H", "H", "H", "H", "H", "H", "H", "H", "H", "H", "H", "H", "H", "H", "H", "H", "H", "H", "H", "H", "H", "H", "H", "H", "H"],
  "xyz": [[0.34, -0.87, -0.10], [-1.52, 1.31, -0.42], [2.16, 0.53, -0.28], [-0.85, -2.57, 0.88], [1.53, -3.33, -1.68], [0.31, -1.42, -2.14], [0.48, -0.30, 1.79], [-0.28, -0.82, -4.38], [1.50, 3.52, -2.97], [2.84, 1.85, -4.06], [6.22, -0.09, -0.28], [6.32, -1.34, 0.31], [1.54, 2.79, -1.79], [-3.40, -4.17, -1.83], [0.18, -4.01, 1.31], [-0.15, -5.32, 0.97], [2.25, 1.60, -1.73], [1.36, -3.76, 2.01], [-0.16, -0.89, 2.84], [-3.56, -3.31, 0.81], [1.32, 0.61, 3.64], [-4.69, -3.80, 0.16], [2.89, 1.12, -2.88], [-1.27, -1.84, 2.51], [0.35, -0.36, 4.01], [0.70, -6.37, 1.31], [1.06, -2.75, -3.97], [2.20, -4.81, 2.36], [1.37, 0.63, 2.26], [0.98, -2.49, -2.60], [-0.31, -0.61, -3.02], [2.15, 3.05, -4.10], [4.97, 0.47, -0.50], [2.03, 1.52, 1.26], [3.81, -0.22, -0.14], [-2.35, -3.25, 0.13], [0.43, -1.91, -4.86], [-2.27, -3.68, -1.19], [-4.61, -4.23, -1.16], [3.93, -1.47, 0.45], [5.18, -2.04, 0.68], [1.87, -6.12, 2.00], [2.11, 3.62, -5.02], [-3.64, -2.98, 1.83], [2.53, -6.93, 2.27], [1.88, 1.25, 4.31], [-1.43, -2.60, 3.27], [3.34, 1.47, -4.94], [3.43, 0.18, -2.85], [1.39, 2.38, 1.04], [0.97, 3.13, -0.93], [1.62, -2.75, 2.29], [0.94, 4.44, -3.01], [-0.79, -0.13, -5.04], [-2.20, -1.27, 2.37], [0.49, -2.11, -5.92], [0.44, -7.38, 1.03], [1.61, -2.95, -0.74], [-1.33, -3.63, -1.72], [3.10, -4.61, 2.91], [-1.07, -5.53, 0.43], [3.02, 1.87, 1.57], [-3.33, -4.50, -2.86], [1.62, -3.62, -4.31], [0.03, -0.61, 5.01], [2.23, -3.98, -1.99], [-5.64, -3.84, 0.68], [-5.49, -4.60, -1.66], [-0.84, 0.23, -2.58], [7.30, -1.78, 0.47], [7.11, 0.46, -0.56], [3.03, -1.99, 0.75], [5.26, -3.01, 1.14], [4.89, 1.46, -0.95]],
  "lowdin_charge": [0.7368, -0.2017, 0.9153, 0.9158, 0.1481, -0.0963, -0.2180, -0.0606, -0.0684, -0.0833, -0.0761, -0.0826, -0.1022, -0.0724, -0.3453, -0.0775, -0.3638, -0.1073, -0.4094, -0.0708, -0.0562, -0.0733, -0.1117, -0.2391, -0.0590, -0.0798, -0.0223, -0.0755, -0.3856, -0.3981, -0.1515, -0.0829, -0.0886, -0.2290, -0.3404, -0.3560, -0.0659, -0.0986, -0.0794, -0.0934, -0.0738, -0.0861, 0.1023, 0.1003, 0.1024, 0.0925, 0.1017, 0.1030, 0.1059, 0.0755, 0.0684, 0.0918, 0.1082, 0.1075, 0.0914, 0.1100, 0.1037, 0.0212, 0.0905, 0.1057, 0.1006, 0.0982, 0.1054, 0.1109, 0.0925, 0.1075, 0.1057, 0.1039, -0.0143, 0.1034, 0.1048, 0.0534, 0.1019, 0.1097]
}


Record 3
{
  "formula": "C35H32FeN11O3S3",
  "method": "ωB97M-V/def2-TZVPD",
  "homo_lumo_gap_ev": [6.33, 6.33],
  "lumo_ha": [-0.1088, -0.1089],
  "fmax_ev_per_a": 1.3,
  "total_charge": 1,
  "e_homo_ev": [-9.3, -9.3],
  "e_tot_ha": -4639.31211,
  "multiplicity": 5,
  "species": ["Fe", "S", "S", "S", "O", "O", "O", "N", "N", "N", "N", "N", "N", "N", "N", "N", "N", "N", "C", "C", "C", "C", "C", "C", "C", "C", "C", "C", "C", "C", "C", "C", "C", "C", "C", "C", "C", "C", "C", "C", "C", "C", "C", "C", "C", "C", "C", "C", "C", "C", "C", "C", "C", "H", "H", "H", "H", "H", "H", "H", "H", "H", "H", "H", "H", "H", "H", "H", "H", "H", "H", "H", "H", "H", "H", "H", "H", "H", "H", "H", "H", "H", "H", "H", "H"],
  "xyz": [[0.78, 0.90, -0.61], [-1.25, 4.27, 2.58], [-3.10, 1.34, -7.63], [4.39, 1.21, 2.75], [-0.47, -0.73, 0.46], [1.62, -1.18, 0.02], [2.54, 1.09, -2.15], [2.55, 1.63, 1.00], [-0.20, -0.32, -2.57], [2.97, 3.26, -1.64], [4.30, 0.33, 0.16], [-0.34, 2.38, -2.33], [-2.58, 2.50, -6.63], [-2.61, 0.08, -6.76], [0.01, 2.57, 1.12], [-2.16, 2.96, 0.38], [-1.81, -2.50, 1.82], [4.14, 2.17, -3.31], [-4.61, -2.04, 4.15], [-2.51, -2.38, 3.04], [3.19, 2.12, -2.36], [-0.32, -2.32, 4.28], [-0.33, 3.70, -2.23], [0.29, -2.99, 0.78], [-0.81, -3.39, 1.57], [-1.40, -1.69, -4.69], [3.04, 2.20, 3.18], [-0.87, 1.82, -3.42], [0.49, -1.57, 0.40], [-0.85, 4.55, -3.20], [3.68, 1.00, 1.16], [-0.13, -1.63, -2.67], [-2.01, 1.93, -5.58], [-0.87, -4.72, 2.02], [1.26, -3.92, 0.42], [1.16, -5.23, 0.83], [-2.55, -1.95, 5.41], [-3.90, -2.28, 3.00], [-0.73, -2.37, -3.69], [-1.82, -2.22, 4.25], [-1.14, 3.15, 1.24], [2.17, 2.30, 2.14], [-0.83, 0.37, -3.53], [-1.42, -0.29, -4.63], [4.37, 1.02, -4.16], [-3.93, -1.87, 5.35], [-1.44, 2.60, -4.45], [0.39, 3.86, 2.99], [-2.02, 0.51, -5.66], [0.10, -5.62, 1.64], [0.88, 2.95, 2.11], [-1.85, -1.68, 6.71], [-1.42, 3.99, -4.33], [5.02, -0.32, 0.41], [-1.27, -2.55, 7.03], [-2.57, -1.44, 7.48], [-0.82, 5.61, -3.07], [-1.17, -0.84, 6.61], [-5.68, -1.98, 4.13], [-3.09, 3.19, 0.69], [0.13, 4.10, -1.34], [2.09, -3.58, -0.19], [-1.88, -2.19, -5.51], [0.12, -1.90, 3.38], [-1.70, -5.03, 2.64], [0.09, -1.80, 5.13], [4.56, 3.05, -3.56], [2.96, 2.60, 4.17], [1.90, -5.95, 0.53], [5.38, 1.09, -4.58], [-0.02, -3.37, 4.33], [-1.65, -1.61, 1.34], [3.64, 0.97, -4.97], [0.44, -2.14, -1.90], [2.48, 3.10, -0.77], [3.65, 4.01, -1.66], [0.86, 4.32, 3.84], [-4.49, -1.66, 6.25], [3.67, 0.05, -0.58], [-4.41, -2.40, 2.05], [-0.66, -3.44, -3.69], [-1.86, 4.59, -5.11], [4.28, 0.12, -3.56], [0.04, -6.64, 1.99], [-2.06, 2.14, -0.20]],
  "mulliken_spin": [3.6723, 0.0026, 0.0001, 0.0029, 0.0601, 0.0424, 0.0379, 0.0170, 0.0349, 0.0030, 0.0031, 0.0121, 0.0002, 0.0000, 0.0273, 0.0014, -0.0007, 0.0015, -0.0001, -0.0004, -0.0125, -0.0005, -0.0010, 0.0266, -0.0044, 0.0004, 0.0017, 0.0256, -0.0267, -0.0003, 0.0065, 0.0015, -0.0002, -0.0009, 0.0073, -0.0004, -0.0001, 0.0004, 0.0018, 0.0003, 0.0069, -0.0089, 0.0179, -0.0024, 0.0005, 0.0002, -0.0012, 0.0024, -0.0008, 0.0011, 0.0314, 0.0000, -0.0008, -0.0006, 0.0000, 0.0000, 0.0000, 0.0000, 0.0000, 0.0002, -0.0014, 0.0017, 0.0000, -0.0003, -0.0001, 0.0000, -0.0007, -0.0001, 0.0000, 0.0000, 0.0000, 0.0038, 0.0002, -0.0008, 0.0106, 0.0001, 0.0001, 0.0000, 0.0015, 0.0000, 0.0000, -0.0001, -0.0003, 0.0000, -0.0026]
}